# 1
A structure of composition C39H26Br2F7N4O3S2TeTi. Source: OMol25; level of theory: wB97M-V/def2-TZVPD.

Properties
Kohn-Sham gap = 7.18 eV
Highest occupied orbital energy = -10.698 eV
Energy above the lowest of the compared OMol25 structures with the same formula, charge and spin = 58.6 kcal/mol

Structure (ORCA input):
```
! wB97M-V def2-TZVPD RIJCOSX def2/J DEFGRID3
* xyz 1 1
Ti 0.349 1.132 0.691
Br 3.373 2.714 -2.972
C 3.048 0.916 -2.529
C 3.705 -0.120 -3.225
C 3.467 -1.427 -2.921
Br 4.327 -2.783 -3.920
C 2.558 -1.784 -1.889
C 2.214 -3.092 -1.493
C 1.295 -3.268 -0.496
C 0.723 -2.151 0.134
N 1.039 -0.917 -0.192
C 1.929 -0.733 -1.203
C 2.166 0.629 -1.521
O 1.477 1.513 -0.822
H 4.397 0.136 -4.016
H 2.675 -3.940 -1.983
H 1.006 -4.259 -0.173
H -0.001 -2.273 0.929
F -2.769 -2.005 3.892
C -1.541 -1.522 3.664
C -1.325 -0.737 2.547
C -0.056 -0.222 2.294
C 0.996 -0.543 3.169
C 0.722 -1.335 4.281
F 1.694 -1.658 5.152
C -0.535 -1.831 4.555
C 2.324 -0.019 2.811
C 3.501 -0.228 3.527
C 4.687 0.310 3.066
C 4.688 1.046 1.893
C 3.489 1.215 1.233
N 2.333 0.704 1.671
H -2.167 -0.536 1.899
H -0.712 -2.443 5.428
H 3.485 -0.802 4.436
H 5.603 0.154 3.621
H 5.590 1.485 1.492
H 3.446 1.795 0.324
F -2.003 2.570 -1.799
Te -2.670 1.519 -0.409
F -3.854 0.269 0.349
F -2.745 2.282 1.279
F -0.680 2.648 0.138
F -4.207 2.472 -0.755
O -1.284 0.342 -0.087
N 1.985 4.013 0.557
C 1.486 3.843 1.794
N 0.759 2.825 2.189
C 0.359 2.992 3.530
C -0.537 2.205 4.246
C -0.820 2.529 5.561
C -0.234 3.630 6.180
C 0.627 4.448 5.470
C 0.900 4.119 4.153
S 1.860 5.024 3.015
H 1.642 3.457 -0.215
H 2.402 4.897 0.325
H -1.030 1.369 3.778
H -1.522 1.917 6.113
H -0.469 3.861 7.210
H 1.063 5.327 5.925
O -3.102 0.395 -2.060
S -2.734 -1.131 -2.049
C -4.009 -1.824 -3.046
C -4.902 -2.659 -2.387
C -5.960 -3.201 -3.102
C -6.108 -2.897 -4.446
C -5.208 -2.053 -5.092
C -4.147 -1.509 -4.393
C -1.333 -1.192 -3.144
C -0.848 -2.441 -3.511
C 0.233 -2.510 -4.372
C 0.823 -1.342 -4.846
C 0.341 -0.104 -4.450
C -0.747 -0.018 -3.589
H -4.773 -2.873 -1.334
H -6.666 -3.854 -2.607
H -6.935 -3.319 -5.002
H -5.337 -1.822 -6.140
H -3.436 -0.853 -4.879
H -1.322 -3.346 -3.148
H 0.615 -3.474 -4.681
H 1.665 -1.404 -5.522
H 0.803 0.805 -4.814
H -1.141 0.942 -3.286
*
```

What are the Löwdin partial charges on each atom? They are as follows, in elementary charge units: Ti 1.148; Br 0.833; C -0.608; C -0.152; C -0.629; Br 0.816; C -0.183; C -0.009; C -0.010; C -0.065; N 0.081; C -0.135; C -0.393; O -0.231; H 0.107; H 0.094; H 0.117; H 0.119; F 0.093; C -0.256; C -0.052; C -0.180; C -0.122; C -0.199; F 0.080; C 0.090; C -0.170; C 0.027; C -0.025; C -0.023; C -0.096; N 0.036; H 0.095; H 0.141; H 0.112; H 0.120; H 0.116; H 0.099; F -0.331; Te 1.874; F -0.367; F -0.325; F -0.437; F -0.311; O -0.615; N 0.131; C -0.664; N 0.023; C -0.260; C -0.006; C -0.058; C -0.075; C -0.081; C -0.458; S 1.136; H 0.065; H 0.110; H 0.090; H 0.111; H 0.110; H 0.114; O -0.585; S 1.154; C -0.380; C -0.065; C -0.052; C -0.045; C -0.046; C -0.045; C -0.379; C -0.071; C -0.060; C -0.065; C -0.044; C -0.046; H 0.117; H 0.116; H 0.116; H 0.117; H 0.126; H 0.124; H 0.118; H 0.112; H 0.120; H 0.105

=====

# 2
A structure of composition C39H26EuIN9O in a non-equilibrium geometry. Source: OMol25; level of theory: wB97M-V/def2-TZVPD.

Properties
Kohn-Sham gap (alpha / beta) = 4.43 / 6.51 eV
Highest occupied orbital energy (alpha / beta) = -8.285 / -11.386 eV
Expectation value of S² = 12.077

Structure (ORCA input):
```
! wB97M-V def2-TZVPD RIJCOSX def2/J DEFGRID3
* xyz 1 7
Eu -0.105 -0.365 -0.204
C 1.072 0.811 -6.760
C 2.052 -0.214 -6.635
C 2.306 -0.942 -5.481
C 1.668 -0.441 -4.312
C 1.712 -0.775 -2.891
N 2.568 -1.699 -2.450
C 2.750 -1.946 -1.133
C 3.798 -2.759 -0.501
C 4.749 -3.576 -1.034
C 5.628 -4.262 -0.182
C 5.564 -4.113 1.172
C 4.532 -3.311 1.732
C 3.633 -2.629 0.896
C 2.501 -1.740 1.145
N 2.053 -1.360 2.364
C 1.366 -0.240 2.590
N 0.807 0.594 1.704
C 0.133 1.566 2.423
N -0.609 2.548 1.921
C -0.768 2.789 0.612
N -0.420 1.931 -0.403
C -0.753 2.454 -1.576
N -0.507 2.023 -2.816
C 0.302 0.968 -3.055
N 0.853 0.060 -2.186
C 0.752 0.608 -4.427
C 0.483 1.283 -5.600
C -1.435 3.721 -1.298
C -2.043 4.651 -2.125
C -2.504 5.820 -1.536
C -2.410 6.073 -0.179
C -1.898 5.090 0.702
C -1.408 3.903 0.095
C 0.213 1.278 3.851
C -0.261 1.936 5.016
C 0.088 1.418 6.246
C 0.823 0.220 6.323
C 1.323 -0.354 5.195
C 1.001 0.121 3.946
N 2.015 -1.431 -0.134
H 1.154 1.333 -7.727
H 2.546 -0.565 -7.525
H 2.960 -1.770 -5.320
H 4.789 -3.681 -2.112
H 6.408 -4.934 -0.519
H 6.196 -4.580 1.882
H 4.462 -3.227 2.781
H -0.191 2.104 -5.545
H -2.071 4.570 -3.203
H -2.972 6.511 -2.219
H -2.732 6.981 0.245
H -1.831 5.074 1.789
H -0.724 2.949 5.013
H 0.094 2.046 7.120
H 1.177 -0.105 7.313
H 2.099 -1.110 5.260
I -5.049 -4.229 0.275
C -4.398 -2.395 -0.471
C -5.338 -1.537 -0.911
C -4.861 -0.287 -1.330
C -3.529 -0.021 -1.314
N -2.573 -0.936 -0.992
C -3.042 -2.106 -0.649
H -6.397 -1.867 -0.951
H -5.634 0.455 -1.565
H -3.182 0.983 -1.582
H -2.360 -2.951 -0.509
C -2.600 -1.125 2.571
C -1.645 -2.322 2.539
O -0.817 -2.275 1.295
H -3.079 -1.108 3.549
H -3.435 -1.131 1.878
H -2.045 -0.228 2.435
H -2.129 -3.303 2.664
H -0.950 -2.338 3.339
H 0.074 -2.587 1.480
*
```

What are the Löwdin partial charges on each atom? They are as follows, in elementary charge units: Eu 1.978; C -0.038; C -0.060; C 0.019; C -0.095; C -0.257; N 0.200; C -0.269; C -0.123; C -0.003; C -0.066; C -0.062; C 0.019; C -0.105; C -0.246; N 0.165; C -0.318; N -0.015; C -0.276; N 0.207; C -0.296; N -0.009; C -0.319; N 0.184; C -0.233; N -0.061; C -0.117; C -0.009; C -0.108; C -0.002; C -0.072; C -0.050; C 0.038; C -0.133; C -0.091; C 0.005; C -0.062; C -0.061; C -0.026; C -0.120; N -0.019; H 0.119; H 0.103; H 0.108; H 0.120; H 0.112; H 0.098; H 0.096; H 0.107; H 0.116; H 0.108; H 0.092; H 0.115; H 0.130; H 0.110; H 0.121; H 0.124; I 0.944; C -0.731; C -0.132; C -0.038; C -0.120; N -0.029; C -0.250; H 0.119; H 0.129; H 0.112; H 0.102; C -0.043; C -0.186; O -0.229; H 0.096; H 0.061; H 0.045; H 0.120; H 0.098; H 0.058